1.
ORCA calculation (ωB97M-V with the def2-TZVPD basis set) on C24H24N7OSSeY as an isolated structure in a non-equilibrium geometry.

The geometry in XYZ format:
```
59
Properties=species:S:1:pos:R:3
Y -1.288 0.974 -0.231
S -1.181 0.974 2.383
C 0.495 1.176 1.963
N 1.302 0.728 2.888
N 2.644 0.942 2.678
C 3.477 -0.205 2.662
C 2.992 -1.470 2.306
C 3.851 -2.566 2.198
C 5.217 -2.405 2.419
C 5.723 -1.147 2.737
C 4.859 -0.053 2.844
N 0.962 1.796 0.818
N 1.069 0.974 -0.124
C 1.736 1.565 -1.205
C 1.024 1.981 -2.333
C 1.693 2.527 -3.432
C 3.083 2.652 -3.410
C 3.804 2.230 -2.294
C 3.132 1.685 -1.199
H 3.014 1.637 3.322
H 1.928 -1.599 2.111
H 3.445 -3.537 1.931
H 5.884 -3.257 2.330
H 6.789 -1.012 2.893
H 5.269 0.927 3.068
H -0.058 1.878 -2.341
H 1.128 2.851 -4.300
H 3.604 3.076 -4.264
H 4.886 2.322 -2.271
H 3.683 1.345 -0.325
C -0.438 -3.015 0.969
N -1.436 -2.375 1.822
C -1.461 -2.388 3.170
C -2.562 -1.670 3.592
N -3.215 -1.215 2.503
C -4.433 -0.410 2.498
C -2.512 -1.656 1.437
Se -2.941 -1.335 -0.231
H 0.327 -3.534 1.586
H 0.067 -2.249 0.344
H -0.931 -3.761 0.311
H -0.734 -2.882 3.802
H -2.863 -1.494 4.617
H -4.772 -0.209 3.537
H -5.238 -0.952 1.959
H -4.240 0.559 1.993
N -1.288 0.974 -2.565
C -2.519 0.860 -3.277
C -2.515 0.861 -4.672
C -3.720 0.750 -5.368
C -4.922 0.639 -4.669
C -4.922 0.639 -3.273
C -3.719 0.750 -2.575
H -1.580 0.947 -5.220
H -3.721 0.750 -6.455
H -5.860 0.553 -5.212
H -5.860 0.553 -2.729
H -3.722 0.750 -1.488
O -2.434 2.573 -0.231
```

* net charge: -2
* relative energy (zero: lowest compared OMol25 entry of this formula, charge and spin): 493.0 kJ/mol
* LUMO (spin up / spin down): 0.1565 / 0.1565 Eh
* total energy: -4225.23591 hartree
* E_HOMO (spin up / spin down): 0.93 / 0.94 eV

Atomic partial charges in e from the Mulliken method, atoms 1 to 2: atom 1 (Y): 0.562, atom 2 (S): -0.323

---

2.
ORCA calculation (ωB97M-V with the def2-TZVPD basis set) on C21H38ILuN2O6P2 as an isolated structure in a non-equilibrium geometry.

The geometry in XYZ format:
```
71
Properties=species:S:1:pos:R:3
C -5.796 -3.125 4.880
C -5.695 -1.537 5.148
O -5.645 -1.030 6.300
O -5.706 -0.684 4.009
C -4.653 0.325 4.208
C -4.049 0.639 2.755
C -2.533 1.240 2.885
C -2.353 2.245 1.653
C -0.843 2.285 1.039
C -0.225 0.829 0.769
P 0.659 0.606 -0.910
N 0.344 -1.176 -0.838
C -0.797 1.070 -2.048
C -1.502 -0.177 -2.783
C -2.680 -0.855 -1.871
C -2.629 -2.445 -2.068
N -3.645 -2.904 -3.105
O 1.368 2.202 -0.790
C 2.680 2.210 -1.371
C 3.901 2.539 -0.398
O 4.074 1.581 0.681
C 5.014 0.560 0.274
C 4.561 -0.906 -0.037
C 5.608 -1.931 -0.514
C 7.080 -1.484 -0.672
C 7.586 -0.053 -0.328
C 6.527 0.966 0.147
C 2.816 1.016 -2.452
P 3.213 1.490 -4.283
O 4.293 0.235 -4.796
I 4.552 3.534 -4.385
O 1.651 0.177 -2.303
H -5.761 -3.610 5.915
H -4.941 -3.513 4.224
H -6.832 -3.289 4.401
H -3.794 -0.034 4.863
H -5.172 1.270 4.575
H -4.653 1.501 2.277
H -4.009 -0.267 2.054
H -1.807 0.365 2.920
H -2.399 1.851 3.849
H -3.011 1.874 0.776
H -2.616 3.335 1.875
H -0.940 2.941 0.094
H -0.191 2.790 1.843
H 0.567 0.639 1.589
H -0.981 -0.030 0.879
H 1.850 0.227 -0.123
H 0.702 -1.572 -1.728
H 0.982 -1.589 -0.121
H -0.371 1.740 -2.883
H -1.628 1.662 -1.541
H -0.778 -0.946 -3.213
H -2.065 0.263 -3.695
H -3.700 -0.382 -2.048
H -2.344 -0.657 -0.782
H -1.606 -2.803 -2.475
H -2.755 -3.014 -1.070
H -3.624 -3.938 -3.029
H -3.249 -2.681 -4.041
H 2.640 3.143 -2.060
H 3.772 3.567 0.114
H 4.830 2.659 -1.067
H 3.462 -1.206 0.054
H 5.316 -3.004 -0.757
H 7.858 -2.221 -1.060
H 8.669 0.295 -0.411
H 6.758 2.056 0.419
H 3.823 0.536 -2.149
H 5.145 0.353 -4.299
Lu -4.323 -5.754 -2.966
```

* net charge: +2
* LUMO: -0.3571 Eh
* total energy: -3598.72156 hartree
* E_HOMO: -13.13 eV

Atomic partial charges in e from the Mulliken method, atoms 1 to 2: atom 1 (C): -0.814, atom 2 (C): 0.636

---

3.
ORCA calculation (ωB97M-V with the def2-TZVPD basis set) on C3H3GaO2 as an isolated structure in a non-equilibrium geometry.

The geometry in XYZ format:
```
9
Properties=species:S:1:pos:R:3
H -1.725 0.488 -1.273
O 0.304 -0.757 -0.102
O 0.053 -1.422 1.941
C -0.749 0.976 -1.318
C 0.307 0.482 -0.661
C -0.581 -0.956 0.977
H 1.304 0.918 -0.794
H -0.685 2.086 -1.137
Ga 1.774 -1.816 2.367
```

* relative energy (zero: lowest compared OMol25 entry of this formula, charge and spin): 149.5 kJ/mol
* LUMO: -0.0129 Eh
* total energy: -2191.24720 hartree
* E_HOMO: -8.24 eV

Atomic partial charges in e from the Mulliken method, atoms 1 to 2: atom 1 (H): 0.297, atom 2 (O): -0.138

---

4.
ORCA calculation (ωB97M-V with the def2-TZVPD basis set) on C21H15O3PbSb as an isolated structure in a non-equilibrium geometry.

The geometry in XYZ format:
```
41
Properties=species:S:1:pos:R:3
O 0.067 1.785 -6.669
C 0.067 1.165 -5.731
Pb 0.065 -0.321 -3.162
C 1.694 -1.292 -3.745
C -1.565 -1.288 -3.746
O 2.731 -1.789 -4.073
O -2.599 -1.786 -4.073
C -0.812 4.096 2.429
C 0.259 4.073 1.532
C 0.476 2.947 0.734
C -0.382 1.851 0.835
C -1.450 1.863 1.732
C -1.662 2.992 2.529
Sb -0.021 0.214 -0.476
C 1.951 -0.280 0.236
C 3.045 -0.368 -0.625
C 4.305 -0.711 -0.127
C 4.475 -0.958 1.237
C 3.381 -0.860 2.100
C 2.118 -0.521 1.600
C -1.631 -1.135 -0.020
C -1.359 -2.298 0.703
C -2.392 -3.195 0.987
C -3.691 -2.935 0.543
C -3.956 -1.772 -0.185
C -2.926 -0.870 -0.468
H -0.984 4.978 3.044
H 0.924 4.932 1.447
H 1.304 2.937 0.027
H -2.123 1.009 1.804
H -2.501 3.012 3.225
H 2.928 -0.176 -1.695
H 5.157 -0.787 -0.804
H 5.456 -1.225 1.626
H 3.511 -1.051 3.166
H 1.271 -0.452 2.281
H -0.347 -2.509 1.044
H -2.181 -4.104 1.554
H -4.494 -3.638 0.764
H -4.970 -1.568 -0.534
H -3.138 0.032 -1.046
```

* net charge: +2
* LUMO (spin up / spin down): -0.3285 / -0.3285 Eh
* total energy: -1467.19224 hartree
* E_HOMO (spin up / spin down): -14.75 / -14.75 eV

Atomic partial charges in e from the Mulliken method, atoms 1 to 2: atom 1 (O): -0.094, atom 2 (C): 0.100

---

5.
ORCA calculation (ωB97M-V with the def2-TZVPD basis set) on C17H35AuN4O2PSeSi as an isolated structure.

The geometry in XYZ format:
```
62
Properties=species:S:1:pos:R:3
Au -0.037 1.544 0.313
C -1.891 0.797 -0.197
C -2.274 -0.469 0.467
C -1.795 -1.681 -0.030
C -2.135 -2.877 0.570
C -2.965 -2.872 1.689
C -3.470 -1.670 2.183
C -3.125 -0.480 1.573
C -3.295 -4.112 2.337
N -3.554 -5.101 2.861
H -2.611 1.598 -0.069
H -1.655 0.638 -1.253
H -1.149 -1.675 -0.897
H -1.768 -3.818 0.181
H -4.129 -1.680 3.040
H -3.515 0.453 1.957
C -0.766 5.525 2.283
Si -2.006 4.135 2.311
C -3.022 4.126 3.870
C -3.054 4.165 0.769
Se -0.855 2.113 2.504
H -1.272 6.487 2.388
H -0.213 5.543 1.341
H -0.051 5.431 3.102
H -3.634 5.029 3.927
H -2.388 4.102 4.758
H -3.690 3.265 3.902
H -3.351 5.198 0.571
H -3.963 3.572 0.872
H -2.503 3.816 -0.106
C 1.501 -2.348 0.993
N 1.830 -2.446 -0.425
C 2.664 -3.594 -0.763
P 1.782 -1.155 -1.444
O 1.067 -0.035 -0.744
N 3.261 -0.620 -1.934
C 4.105 -1.340 -2.880
C 3.999 0.332 -1.111
N 1.121 -1.732 -2.832
C 0.198 -2.859 -2.898
C 1.062 -0.870 -4.011
H 2.406 -2.295 1.605
H 0.933 -3.228 1.299
H 0.896 -1.466 1.180
H 3.655 -3.522 -0.305
H 2.784 -3.680 -1.842
H 2.188 -4.509 -0.405
H 3.514 -2.032 -3.475
H 4.891 -1.901 -2.367
H 4.583 -0.627 -3.556
H 3.320 0.880 -0.466
H 4.519 1.042 -1.758
H 4.747 -0.172 -0.492
H 0.176 -3.391 -1.951
H 0.514 -3.551 -3.682
H -0.814 -2.519 -3.138
H 1.747 -0.032 -3.906
H 0.050 -0.483 -4.156
H 1.340 -1.437 -4.902
O 1.993 2.486 0.871
H 1.869 2.672 1.816
H 2.237 3.327 0.462
```

* net charge: +1
* relative energy (zero: lowest compared OMol25 entry of this formula, charge and spin): 63.6 kJ/mol
* LUMO: -0.1624 Eh
* total energy: -4206.12397 hartree
* E_HOMO: -11.57 eV

Atomic partial charges in e from the Mulliken method, atoms 1 to 2: atom 1 (Au): 0.796, atom 2 (C): -1.258

---

6.
ORCA calculation (ωB97M-V with the def2-TZVPD basis set) on a 3-piece molecular cluster, C24H43F8I2O14P3S overall in a non-equilibrium geometry.

The geometry in XYZ format:
```
95
Properties=species:S:1:pos:R:3
C 0.901 -2.722 1.124
C 0.142 -1.692 0.298
F 0.680 -1.704 -0.971
C 0.115 -0.284 0.921
P 1.774 0.405 1.614
C 1.700 0.138 3.434
O 3.052 -0.470 1.020
O -0.612 -0.537 2.132
C -1.417 0.517 2.439
O -2.060 0.632 3.443
O -1.361 1.368 1.384
C -0.750 0.826 0.199
C -1.999 0.349 -0.586
I -1.524 -0.174 -2.619
C -3.204 1.332 -0.480
C -4.048 1.484 -1.757
I -4.621 0.687 1.041
S 0.083 2.357 -0.461
O -0.834 3.016 -1.344
O 0.371 3.220 0.639
C 1.599 1.983 -1.481
F 1.976 0.698 -1.435
F 1.277 2.238 -2.749
C 2.842 2.875 -1.162
F 2.604 4.096 -1.649
F 3.134 2.914 0.131
C 4.141 2.357 -1.867
F 4.653 1.307 -1.250
F 5.044 3.345 -1.733
F 3.981 2.157 -3.165
H 1.971 -2.688 0.940
H 0.583 -3.699 0.753
H 0.641 -2.688 2.180
H -0.882 -2.070 0.209
H 1.367 -0.868 3.695
H 0.963 0.822 3.858
H 2.665 0.390 3.871
H 3.275 -1.146 1.674
H -2.315 -0.570 -0.099
H -2.919 2.338 -0.197
H -4.435 0.536 -2.122
H -3.535 2.076 -2.513
H -4.920 2.071 -1.461
C -10.287 -3.376 -5.066
C -8.820 -3.345 -4.673
O -8.013 -2.642 -5.618
P -8.175 -1.021 -5.736
O -7.570 -0.483 -4.487
O -7.008 -0.691 -6.837
C -5.910 0.157 -6.504
C -4.754 -0.627 -5.911
O -9.292 -1.085 -6.956
C -10.295 -0.048 -6.983
C -9.693 1.340 -7.087
H -10.737 -2.383 -4.984
H -10.847 -4.047 -4.412
H -10.404 -3.706 -6.098
H -8.694 -2.898 -3.682
H -8.429 -4.361 -4.627
H -6.232 0.954 -5.834
H -5.587 0.641 -7.428
H -5.087 -1.372 -5.189
H -4.048 0.044 -5.418
H -4.220 -1.170 -6.693
H -10.923 -0.129 -6.091
H -10.929 -0.248 -7.846
H -9.094 1.581 -6.202
H -10.478 2.092 -7.170
H -9.035 1.413 -7.953
C 8.180 -0.809 8.929
C 6.877 -0.318 8.322
O 7.081 0.504 7.173
P 7.637 -0.186 5.802
O 6.497 -0.999 5.292
O 7.604 1.102 4.791
C 6.787 1.089 3.622
C 5.393 1.615 3.907
O 9.229 0.125 6.129
C 10.198 -0.837 5.660
C 10.146 -1.027 4.157
H 8.670 -1.534 8.273
H 7.998 -1.299 9.886
H 8.872 0.019 9.079
H 6.231 -1.161 8.058
H 6.339 0.292 9.047
H 6.753 0.089 3.191
H 7.273 1.728 2.883
H 4.989 1.228 4.844
H 4.711 1.349 3.096
H 5.405 2.702 4.001
H 10.040 -1.789 6.174
H 11.177 -0.466 5.958
H 9.185 -1.450 3.842
H 10.931 -1.709 3.830
H 10.263 -0.074 3.641
```

* LUMO: 0.0010 Eh
* total energy: -4810.24327 hartree
* E_HOMO: -8.70 eV

Atomic partial charges in e from the Mulliken method, atoms 1 to 2: atom 1 (C): -1.616, atom 2 (C): 0.209

---

7.
ORCA calculation (ωB97M-V with the def2-TZVPD basis set) on a 6-piece molecular cluster, CH14O5S2 overall in a non-equilibrium geometry.

The geometry in XYZ format:
```
22
Properties=species:S:1:pos:R:3
C -3.858 3.665 -1.866
S -2.820 2.293 -1.316
S -0.949 2.731 -1.916
H -4.837 3.203 -1.931
H -3.661 4.157 -2.792
H -3.905 4.515 -1.139
H -0.112 3.229 -0.962
O 3.229 -3.401 -1.143
H 2.536 -3.676 -1.760
H 3.838 -4.156 -1.073
O -0.510 0.525 1.458
H 0.268 -0.043 1.515
H -0.932 0.355 2.303
O 0.138 -1.889 2.973
H -0.534 -1.932 3.673
H 0.875 -1.712 3.580
O 1.486 -0.897 -1.172
H 2.035 -0.924 -0.365
H 0.987 -0.092 -1.325
O 2.228 -1.651 1.200
H 3.026 -2.052 0.843
H 1.474 -2.248 1.214
```

* relative energy (zero: lowest compared OMol25 entry of this formula, charge and spin): 132.9 kJ/mol
* LUMO: 0.0148 Eh
* total energy: -1219.03406 hartree
* E_HOMO: -8.74 eV

Atomic partial charges in e from the Mulliken method, atoms 1 to 2: atom 1 (C): -0.788, atom 2 (S): 0.015

---

8.
ORCA calculation (ωB97M-V with the def2-TZVPD basis set) on C23H42AlClNO8S4 as an isolated structure in a non-equilibrium geometry.

The geometry in XYZ format:
```
80
Properties=species:S:1:pos:R:3
O 4.823 1.486 0.155
C 5.150 1.335 -1.044
O 6.443 0.815 -1.343
C 6.509 0.436 -2.751
C 7.677 -0.620 -3.099
Al 7.874 -2.168 -1.777
S 9.744 -3.364 -2.470
Cl 8.332 -1.292 0.271
C 6.232 -3.366 -1.592
C 5.244 -3.377 -2.862
C 3.679 -3.235 -2.403
C 3.335 -1.664 -2.463
N 1.931 -1.322 -2.102
C 1.419 -1.070 -0.769
C -0.092 -0.710 -0.852
C -0.434 -0.755 -2.391
C 0.884 -1.153 -3.103
H 4.408 1.593 -1.886
H 5.482 0.119 -3.183
H 6.777 1.408 -3.330
H 7.566 -0.946 -4.198
H 8.670 -0.021 -3.045
H 10.824 -2.530 -2.126
H 6.614 -4.442 -1.416
H 5.650 -3.077 -0.650
H 5.437 -2.449 -3.523
H 5.316 -4.317 -3.516
H 3.519 -3.580 -1.312
H 2.980 -3.882 -3.045
H 4.010 -1.157 -1.681
H 3.582 -1.298 -3.519
H 2.102 -1.133 0.149
H -0.790 -0.454 0.005
H -1.466 -0.519 -2.810
H 0.973 -1.257 -4.237
C -0.554 2.324 4.526
C -0.830 3.305 3.385
C -0.950 2.489 2.097
S -1.531 0.870 2.585
O -0.494 -0.096 2.302
O -2.895 0.695 2.127
C -1.547 1.184 4.340
H -0.665 2.797 5.504
H 0.471 1.945 4.448
H -1.771 3.832 3.577
H -0.044 4.059 3.301
H -1.663 2.934 1.403
H 0.018 2.368 1.608
H -1.271 0.281 4.883
H -2.558 1.494 4.615
C -6.581 -2.949 2.932
C -6.180 -1.756 2.063
C -5.709 -0.643 3.000
S -5.073 -1.455 4.461
O -5.921 -1.116 5.582
O -3.637 -1.299 4.506
C -5.456 -3.119 3.944
H -6.726 -3.854 2.338
H -7.521 -2.730 3.450
H -5.361 -2.049 1.398
H -7.007 -1.418 1.434
H -4.918 -0.043 2.547
H -6.536 0.001 3.304
H -5.740 -3.720 4.807
H -4.562 -3.536 3.473
C -4.592 2.169 -2.081
C -4.197 3.360 -2.957
C -3.733 4.481 -2.025
S -3.095 3.678 -0.558
O -3.947 4.019 0.560
O -1.660 3.844 -0.512
C -3.467 2.010 -1.066
H -4.731 1.260 -2.671
H -5.534 2.386 -1.566
H -3.375 3.068 -3.619
H -5.025 3.690 -3.589
H -2.945 5.083 -2.479
H -4.564 5.122 -1.725
H -3.751 1.412 -0.200
H -2.571 1.595 -1.533
```

* net charge: -1
* LUMO: 0.0594 Eh
* total energy: -3853.64260 hartree
* E_HOMO: -5.18 eV

Atomic partial charges in e from the Mulliken method, atoms 1 to 2: atom 1 (O): -0.526, atom 2 (C): 0.235